{"formula": "C87H207N13O23", "method": "ωB97M-V with the def2-TZVPD basis set", "species": ["C", "C", "C", "C", "C", "C", "N", "O", "C", "C", "C", "H", "H", "H", "H", "H", "H", "H", "H", "H", "H", "H", "H", "H", "H", "H", "H", "H", "H", "H", "C", "C", "C", "C", "C", "C", "N", "O", "C", "C", "C", "H", "H", "H", "H", "H", "H", "H", "H", "H", "H", "H", "H", "H", "H", "H", "H", "H", "H", "H", "C", "C", "C", "C", "C", "C", "N", "O", "C", "C", "C", "H", "H", "H", "H", "H", "H", "H", "H", "H", "H", "H", "H", "H", "H", "H", "H", "H", "H", "H", "C", "O", "C", "C", "N", "C", "C", "O", "C", "H", "H", "H", "H", "H", "H", "H", "H", "H", "H", "H", "H", "H", "H", "H", "C", "O", "C", "C", "N", "C", "C", "O", "C", "H", "H", "H", "H", "H", "H", "H", "H", "H", "H", "H", "H", "H", "H", "H", "C", "O", "C", "C", "N", "C", "C", "O", "C", "H", "H", "H", "H", "H", "H", "H", "H", "H", "H", "H", "H", "H", "H", "H", "C", "O", "C", "C", "N", "C", "C", "O", "C", "H", "H", "H", "H", "H", "H", "H", "H", "H", "H", "H", "H", "H", "H", "H", "C", "O", "C", "C", "N", "C", "C", "O", "C", "H", "H", "H", "H", "H", "H", "H", "H", "H", "H", "H", "H", "H", "H", "H", "C", "O", "C", "C", "N", "C", "C", "O", "C", "H", "H", "H", "H", "H", "H", "H", "H", "H", "H", "H", "H", "H", "H", "H", "C", "O", "C", "C", "N", "C", "C", "O", "C", "H", "H", "H", "H", "H", "H", "H", "H", "H", "H", "H", "H", "H", "H", "H", "C", "O", "C", "C", "N", "C", "C", "O", "C", "H", "H", "H", "H", "H", "H", "H", "H", "H", "H", "H", "H", "H", "H", "H", "C", "O", "C", "C", "N", "C", "C", "O", "C", "H", "H", "H", "H", "H", "H", "H", "H", "H", "H", "H", "H", "H", "H", "H", "C", "O", "C", "C", "N", "C", "C", "O", "C", "H", "H", "H", "H", "H", "H", "H", "H", "H", "H", "H", "H", "H", "H", "H"], "coordinates": [[17.0036, 17.4783, 23.8903], [17.2402, 18.7317, 23.0176], [16.6588, 19.9070, 23.8254], [17.4413, 20.4258, 25.0124], [18.8765, 20.7680, 24.4782], [19.5998, 19.6087, 23.7013], [18.6999, 18.9890, 22.7249], [19.2291, 17.9429, 22.0792], [20.7471, 20.3378, 22.9380], [20.1727, 18.6419, 24.7245], [16.4390, 18.5838, 21.6552], [17.5102, 16.6367, 23.4179], [15.9895, 17.0953, 24.0039], [17.4148, 17.5341, 24.8982], [16.3987, 20.6784, 23.1006], [15.7140, 19.6366, 24.2970], [17.3972, 19.7202, 25.8421], [16.9453, 21.3517, 25.3033], [19.4958, 21.0573, 25.3272], [18.8331, 21.6712, 23.8696], [20.3058, 20.8932, 22.1104], [21.1789, 21.0692, 23.6212], [21.5328, 19.6457, 22.6351], [20.7760, 17.8914, 24.2138], [20.7763, 19.1712, 25.4619], [19.3678, 18.1886, 25.3031], [16.8294, 17.8455, 20.9548], [16.4372, 19.5294, 21.1130], [15.3836, 18.4007, 21.8567], [19.1385, 18.1966, 21.1577], [28.2631, 16.7224, 21.5136], [27.3465, 17.0143, 22.7038], [27.0589, 18.5166, 22.8563], [25.8337, 18.9587, 23.7304], [24.5750, 18.2278, 23.2151], [24.7615, 16.6585, 23.1575], [26.0451, 16.2905, 22.4349], [26.2119, 14.9493, 22.3923], [24.6360, 16.1374, 24.6321], [23.5305, 16.0671, 22.3817], [27.9604, 16.6057, 24.0672], [27.7648, 17.0374, 20.5967], [28.3942, 15.6798, 21.2239], [29.2025, 17.2613, 21.6374], [27.8724, 19.1873, 23.1328], [26.8055, 18.7791, 21.8292], [25.7326, 20.0256, 23.5316], [26.0513, 18.7535, 24.7786], [24.2244, 18.6747, 22.2848], [23.7892, 18.4772, 23.9281], [23.6336, 15.9273, 25.0051], [25.2666, 15.2501, 24.6854], [25.1255, 16.7887, 25.3562], [23.5200, 14.9908, 22.5533], [22.5891, 16.5463, 22.6506], [23.6284, 16.2055, 21.3049], [28.0466, 15.5195, 24.0411], [27.3876, 16.8661, 24.9573], [29.0115, 16.8719, 24.1789], [26.0209, 14.7830, 21.4663], [16.2985, 15.2009, 20.8824], [15.1139, 14.3423, 20.2336], [14.2334, 15.4996, 19.7471], [13.1618, 14.9299, 18.8196], [13.8058, 14.2444, 17.5764], [14.7213, 13.1040, 18.0130], [15.7053, 13.5591, 19.1039], [16.6210, 12.5635, 19.4813], [13.9512, 11.8334, 18.3191], [15.5735, 12.7234, 16.7928], [14.3998, 13.4530, 21.3076], [16.6122, 16.0152, 20.2292], [17.1791, 14.5741, 21.0229], [15.9598, 15.6882, 21.7967], [13.6704, 15.9815, 20.5464], [14.7448, 16.2533, 19.1483], [12.5916, 15.7569, 18.3965], [12.4993, 14.2538, 19.3599], [14.3771, 15.0058, 17.0453], [12.9788, 13.8708, 16.9726], [12.9262, 11.9341, 18.6759], [13.8850, 11.2928, 17.3749], [14.5290, 11.1139, 18.8993], [16.1796, 11.8395, 16.9915], [15.0178, 12.5973, 15.8636], [16.2621, 13.5290, 16.5384], [13.8480, 14.0256, 22.0531], [15.1094, 12.7637, 21.7652], [13.6764, 12.8612, 20.7466], [17.5436, 12.7321, 19.2764], [27.9031, 9.3990, 16.2461], [26.6543, 9.5428, 16.7998], [25.5901, 8.9529, 15.9257], [24.1898, 9.2241, 16.4389], [23.9214, 10.6584, 16.4792], [22.6789, 11.0596, 17.1221], [21.4940, 10.2610, 16.6490], [20.2706, 10.9511, 16.9050], [19.1357, 10.3492, 16.3054], [28.6316, 9.6495, 17.0172], [28.1124, 10.0613, 15.4061], [28.1603, 8.3547, 16.0690], [25.6927, 7.8779, 15.7778], [25.6587, 9.3243, 14.9033], [24.0194, 8.6952, 17.3766], [23.4712, 8.7436, 15.7750], [24.6886, 11.2106, 16.8350], [22.4200, 12.0759, 16.8250], [22.8088, 10.8405, 18.1819], [21.4335, 9.3703, 17.2744], [21.5450, 9.9253, 15.6133], [19.1602, 10.3231, 15.2160], [18.2436, 10.9023, 16.5991], [18.9853, 9.2911, 16.5196], [28.2103, 17.0619, 17.2075], [26.8830, 16.6426, 17.1834], [25.8308, 17.6060, 17.3950], [25.8369, 18.5486, 16.1941], [25.2624, 17.8783, 15.0070], [25.7482, 18.4983, 13.7873], [25.4084, 17.7581, 12.5330], [26.4262, 16.7867, 12.4719], [26.1673, 15.8493, 11.4348], [28.3643, 17.5864, 18.1505], [28.6245, 17.5626, 16.3324], [28.8807, 16.2047, 17.2699], [26.0336, 18.1623, 18.3101], [24.8945, 17.0929, 17.6147], [26.8574, 18.9046, 16.0526], [25.2453, 19.4202, 16.4741], [25.4053, 16.8787, 15.0278], [26.8095, 18.7389, 13.8483], [25.3831, 19.5168, 13.6552], [25.5383, 18.2997, 11.5960], [24.4065, 17.3292, 12.5464], [27.0464, 15.2258, 11.2721], [26.0063, 16.3837, 10.4985], [25.2222, 15.3142, 11.5264], [21.3746, 12.6590, 22.5167], [21.1800, 13.3777, 21.2798], [20.2252, 14.4507, 21.3545], [19.8723, 15.0323, 19.9333], [19.1370, 13.9976, 19.1736], [18.9419, 14.3586, 17.7623], [20.2115, 14.5433, 17.0369], [20.6747, 15.8630, 16.8828], [21.8784, 16.0213, 16.1898], [20.5520, 12.3041, 23.1375], [21.9819, 13.2277, 23.2209], [21.9249, 11.7305, 22.3645], [20.6396, 15.2364, 21.9863], [19.2455, 14.1523, 21.7276], [20.7710, 15.4852, 19.5145], [19.1986, 15.8725, 20.1013], [19.7061, 13.1757, 19.3172], [18.3722, 15.2825, 17.6622], [18.2901, 13.6150, 17.3036], [20.1669, 14.0773, 16.0526], [20.9711, 13.9270, 17.5178], [21.8441, 15.6275, 15.1740], [22.7354, 15.5159, 16.6351], [22.1304, 17.0816, 16.1708], [24.2788, 12.3745, 25.2272], [24.8625, 11.1934, 24.6114], [25.7075, 11.5319, 23.5622], [26.2714, 10.2340, 22.9221], [25.2461, 9.2393, 22.5712], [24.6370, 9.7063, 21.3392], [23.4991, 8.7797, 20.8198], [22.5992, 8.7787, 21.9635], [21.1955, 8.6893, 21.6628], [24.8900, 12.8237, 26.0100], [23.3847, 12.0237, 25.7426], [23.9955, 13.2047, 24.5802], [26.5694, 12.1005, 23.9112], [25.1510, 12.0258, 22.7656], [26.9223, 9.7609, 23.6574], [26.8894, 10.3621, 22.0335], [24.5873, 9.1767, 23.3342], [25.3336, 9.8484, 20.5129], [24.0778, 10.6404, 21.3927], [23.7637, 7.7349, 20.6569], [23.0195, 9.1328, 19.9069], [20.8540, 8.0460, 22.4737], [21.0121, 8.2281, 20.6923], [20.7683, 9.6904, 21.7218], [17.4546, 14.3185, 25.6321], [18.7048, 14.3079, 26.2744], [19.7680, 14.7057, 25.4554], [20.9876, 15.0807, 26.3287], [21.3480, 13.7827, 27.0069], [22.4254, 13.8382, 27.9304], [22.5861, 12.4715, 28.7514], [21.5490, 12.5579, 29.7487], [21.4787, 11.3943, 30.5575], [16.8529, 14.0118, 26.4877], [17.3948, 13.4900, 24.9263], [17.2156, 15.3126, 25.2542], [19.6632, 15.6365, 24.8980], [19.9738, 13.9398, 24.7077], [20.5918, 15.8118, 27.0337], [21.8077, 15.4167, 25.6940], [20.5654, 13.4758, 27.5668], [22.4000, 14.7156, 28.5765], [23.3235, 13.9725, 27.3275], [23.5814, 12.3971, 29.1894], [22.3681, 11.5802, 28.1631], [22.4375, 10.9291, 30.7861], [20.7567, 10.7078, 30.1151], [20.9784, 11.6348, 31.4956], [11.2413, 22.1337, 13.1224], [11.3551, 22.2412, 14.5159], [10.8156, 21.1759, 15.2955], [11.2751, 21.3571, 16.7704], [12.6925, 21.0507, 17.0838], [12.9296, 19.6194, 16.9011], [14.4053, 19.3216, 17.1059], [14.5376, 17.9203, 16.9041], [15.8771, 17.4527, 17.1345], [11.9645, 21.3977, 12.7710], [11.5068, 23.0891, 12.6699], [10.2160, 21.9847, 12.7836], [11.1582, 20.2132, 14.9161], [9.7342, 21.1637, 15.1596], [10.5256, 20.8580, 17.3846], [11.1149, 22.4002, 17.0431], [13.2544, 21.5169, 16.3859], [12.6228, 19.2044, 15.9410], [12.3217, 19.0729, 17.6221], [14.6646, 19.6365, 18.1167], [14.9296, 19.9015, 16.3464], [15.9786, 16.3738, 17.0173], [16.1901, 17.7408, 18.1381], [16.5336, 17.9405, 16.4140], [22.3274, 10.4806, 12.5336], [21.9011, 11.7588, 12.0464], [21.0418, 12.3968, 12.9311], [20.5705, 13.7078, 12.3052], [19.8071, 14.5696, 13.1951], [19.7027, 15.8831, 12.5218], [18.5979, 16.6395, 13.2095], [17.3347, 16.4159, 12.6305], [16.2653, 16.9141, 13.4057], [21.5400, 9.7555, 12.3273], [22.4368, 10.5269, 13.6171], [23.1835, 10.1311, 11.9566], [21.4442, 12.5721, 13.9288], [20.1967, 11.7135, 13.0153], [19.9669, 13.5394, 11.4134], [21.4971, 14.1752, 11.9719], [18.8394, 14.2944, 13.2834], [19.4046, 15.7305, 11.4846], [20.6566, 16.3994, 12.6302], [18.8429, 17.6824, 13.0081], [18.6114, 16.4797, 14.2877], [16.2141, 16.4972, 14.4115], [15.2601, 16.7711, 13.0090], [16.3372, 17.9996, 13.4732], [21.5866, 8.7555, 25.3287], [21.1465, 9.5453, 26.3906], [20.4518, 10.7571, 25.8829], [19.0313, 10.5004, 25.4363], [19.0891, 10.3309, 23.9703], [17.8228, 10.0981, 23.4413], [17.6498, 10.1849, 21.9047], [18.1560, 8.9805, 21.2996], [18.0008, 9.0150, 19.8569], [20.7324, 8.1517, 25.0227], [22.4011, 8.1335, 25.6999], [21.9597, 9.2840, 24.4514], [21.1458, 11.2652, 25.2133], [20.4787, 11.4158, 26.7509], [18.4542, 11.3796, 25.7228], [18.7468, 9.5659, 25.9197], [19.7014, 9.5800, 23.6853], [17.1746, 10.9247, 23.7324], [17.4304, 9.1851, 23.8891], [18.2080, 11.0385, 21.5204], [16.5748, 10.3627, 21.8768], [16.9775, 9.2752, 19.5865], [18.3359, 8.0346, 19.5183], [18.7291, 9.7099, 19.4388], [17.3916, 22.1579, 18.7962], [18.5469, 21.3470, 18.4227], [18.2323, 19.9578, 18.2800], [19.5633, 19.1201, 18.1957], [20.1265, 19.0264, 19.5227], [21.4780, 18.4717, 19.4666], [22.5342, 19.4651, 19.1070], [22.6377, 20.4845, 20.0824], [23.8382, 21.2640, 20.0129], [17.6570, 23.2047, 18.9443], [17.0597, 21.8099, 19.7743], [16.5774, 22.0696, 18.0770], [17.6245, 19.8789, 17.3787], [17.5709, 19.4942, 19.0119], [20.2385, 19.6723, 17.5420], [19.4876, 18.1806, 17.6481], [20.2654, 19.9524, 19.9013], [21.5263, 17.5743, 18.8498], [21.6372, 18.2441, 20.5206], [22.2576, 19.9736, 18.1835], [23.5603, 19.1195, 18.9817], [24.8107, 20.8380, 19.7663], [23.9937, 21.8612, 20.9113], [23.6405, 22.0006, 19.2341], [25.7166, 12.0339, 12.9210], [26.2910, 12.1750, 14.2181], [25.8733, 13.3750, 14.8696], [26.6722, 13.4511, 16.2397], [26.2800, 12.3917, 17.1632], [27.0439, 12.4797, 18.4348], [26.6679, 13.6958, 19.3457], [25.4720, 13.3507, 20.0433], [24.2338, 13.7209, 19.4028], [26.1052, 11.0726, 12.5850], [26.1674, 12.8215, 12.3172], [24.6409, 12.1998, 12.9789], [24.8141, 13.4621, 15.1115], [26.1572, 14.2261, 14.2507], [26.4899, 14.4637, 16.5995], [27.7460, 13.5110, 16.0623], [26.3715, 11.4736, 16.7523], [28.1011, 12.4634, 18.1701], [26.7270, 11.5189, 18.8404], [26.4534, 14.6476, 18.8596], [27.4052, 13.9107, 20.1192], [24.4645, 14.5457, 18.7285], [23.5531, 14.1191, 20.1553], [23.8330, 12.9260, 18.7739]], "mulliken_charge": [-2.148, 2.476, -1.460, -0.549, -1.465, 1.650, -0.174, 1.635, -1.871, -0.994, -1.638, 0.070, 0.546, 0.536, 0.485, 0.250, 0.363, 0.460, 0.449, 0.435, 0.387, 0.577, -0.164, -0.348, 0.484, 0.287, -0.407, 0.152, 0.574, -0.703, -1.968, 1.890, -1.340, -0.898, -0.926, 2.163, 0.510, 0.065, -0.829, -1.090, -1.776, 0.299, 0.241, 0.439, 0.411, 0.253, 0.574, 0.323, 0.375, 0.027, -0.511, 0.223, 0.387, -0.065, -0.482, 0.354, 0.338, 0.318, 0.407, -0.067, -0.134, 1.241, -0.578, -0.934, -1.271, 2.195, 0.229, 1.025, -1.907, -2.193, -1.874, -0.986, -0.248, 0.664, 0.415, -0.349, 0.568, 0.420, 0.069, 0.404, 0.341, 0.591, 0.091, 0.537, 0.475, 0.085, 0.381, 0.129, 0.445, 0.014, -0.905, -0.263, -0.884, -0.360, 0.885, 0.296, -1.151, 0.315, -0.578, 0.271, 0.234, 0.392, 0.562, 0.186, 0.020, 0.424, -0.583, -0.087, 0.072, 0.249, 0.285, 0.184, -0.047, 0.393, -1.156, 0.163, -0.363, -0.964, 0.139, -0.735, -0.601, -0.306, -0.769, 0.388, 0.268, 0.339, 0.343, -0.020, 0.355, 0.427, 0.005, 0.392, 0.476, 0.492, 0.187, 0.245, 0.412, 0.229, 0.289, 0.783, -0.665, -0.574, 0.963, 0.295, 0.282, 0.632, -0.816, 0.004, -0.013, -0.561, -0.015, 0.127, -0.256, 0.076, 0.072, -0.424, -0.491, 0.216, -0.476, 0.081, -0.182, 0.386, 0.193, -0.472, 0.856, -1.212, -0.406, 0.300, -0.363, -0.307, -0.515, 0.446, -0.216, -0.209, 0.380, -0.463, 0.384, 0.398, 0.326, 0.355, -0.244, 0.392, -0.126, 0.371, 0.477, -0.112, -0.140, -0.626, 1.430, -0.210, 0.366, -0.815, -0.609, -0.389, -0.820, 0.351, -0.039, -0.037, -0.688, -0.061, 0.627, -0.866, 0.281, 0.545, 0.096, 0.615, 0.185, 0.348, 0.257, 0.283, -0.754, -0.324, -0.413, -0.866, -0.307, -0.542, -0.286, -0.405, -0.009, 0.290, 0.246, 0.307, 0.326, 0.474, 0.406, 0.350, 0.316, 0.215, 0.338, 0.117, 0.208, -0.353, -0.184, 0.824, -0.636, -0.439, 0.476, -1.338, 0.205, -0.668, -0.498, -0.450, -0.400, 0.389, 0.074, 0.305, -0.093, 0.158, 0.387, 0.442, 0.198, 0.471, 0.343, 0.493, 0.070, -0.048, 0.393, 0.345, -0.575, -0.555, 1.055, -1.179, 0.882, -1.377, 0.162, -0.488, -0.604, 0.296, 0.409, 0.007, -0.125, -0.438, 0.434, 0.387, -0.456, 0.546, 0.437, -0.133, 0.407, 0.375, 0.370, 0.089, -0.581, -0.530, -0.253, -0.458, 1.057, 0.897, -0.428, -0.181, -0.941, 0.316, 0.155, 0.244, 0.534, -0.317, 0.399, 0.002, 0.208, -0.912, -0.152, 0.415, -0.015, 0.219, 0.322, 0.364, -0.688, -0.311, -0.582, -0.319, 0.864, -1.606, -0.179, 0.725, 0.183, 0.289, 0.223, 0.229, 0.172, 0.543, -0.379, 0.343, 0.334, 0.281, 0.494, 0.344, -0.052, -0.179, -0.726, 0.256], "gap_ev": 8.286, "relative_energy_ev": 1.996, "mol_weight_da": 1803.68, "energy_ha": -5880.57674, "lumo_energy_ev": 0.491, "fmax_ha_per_bohr": 0.0818, "homo_ev": -7.7950}

=====

{"formula": "C8H10", "method": "ωB97M-V with the def2-TZVPD basis set", "species": ["C", "C", "C", "C", "C", "C", "H", "H", "H", "H", "H", "H", "C", "C", "H", "H", "H", "H"], "coordinates": [[-1.7653, -1.3645, 0.2140], [-2.7245, -0.4494, -0.3029], [-2.4472, 0.9144, -0.4683], [-1.2613, 1.4941, 0.0769], [-0.4033, 0.6570, 0.8959], [-0.5807, -0.8264, 0.7459], [-2.1120, -2.4378, -0.0176], [-3.6343, -0.9032, -0.8915], [-3.1489, 1.6572, -0.8278], [-0.8383, 2.5364, 0.1821], [0.5781, 1.1602, 1.2183], [0.4082, -1.5780, 0.7947], [3.3674, 0.4268, -0.0743], [2.5439, -0.5761, -0.4389], [4.1190, 0.5261, -0.8603], [3.4387, 0.8258, 0.8867], [2.6369, -1.1452, -1.3842], [1.8237, -0.9173, 0.2513]], "mulliken_charge": [-0.331, -0.227, -0.433, -0.184, -0.279, -0.065, 0.260, 0.218, 0.329, 0.264, 0.287, 0.233, -0.618, -0.321, 0.228, 0.322, 0.233, 0.083], "gap_ev": 9.959, "relative_energy_ev": 3.577, "smiles": "c1ccccc1.C=C", "mol_weight_da": 106.17, "energy_ha": -310.70422, "lumo_energy_ev": 0.916, "fmax_ha_per_bohr": 0.0840, "homo_ev": -9.0436}